Entry 1:
Below is a 2-piece molecular cluster, C22H39N2O4S overall in a non-equilibrium geometry, with properties calculated with ωB97M-V/def2-TZVPD.

Its total charge is +1. The max |F| comes out at 4.16 eV Å⁻¹. The calculated total energy is -45442.4183 eV. The calculation puts the LUMO energy at -2.403 eV.

XYZ file:
```
68
Properties=species:S:1:pos:R:3:forces:R:3
C -0.687617 -4.517040 0.674926 -0.6 -0.9 0.7
C 0.256250 -3.851037 0.058011 0.6 1.0 -0.5
C 0.145671 -2.491402 -0.604885 0.6 0.5 0.8
O -1.132551 -2.160447 -1.106964 0.1 0.2 0.4
C -2.073005 -1.731877 -0.141063 -0.2 0.4 -0.5
C -1.488626 -0.788562 0.923140 -0.6 -0.6 0.3
C -2.488755 0.224006 1.465647 0.1 0.0 0.2
S -2.004748 0.628165 3.182516 0.2 0.2 0.2
C -1.779045 2.426813 3.320406 0.3 0.0 -0.2
C -0.520653 2.992615 2.658426 -0.3 0.4 0.0
N -0.153548 -0.214731 0.561556 -0.2 0.0 0.2
C -0.116222 0.937534 -0.379327 0.6 0.5 -0.9
C -0.277756 0.734070 -1.885240 -0.6 0.4 -1.3
C -1.739847 0.565141 -2.386499 0.5 0.4 1.0
O 0.628364 -0.177870 -2.474611 -0.3 -0.4 0.3
C 0.769568 -1.380564 0.316226 0.5 -0.8 -0.1
C 2.220169 -1.024184 -0.024340 0.8 -0.3 0.7
C 3.239707 -1.451135 1.086092 0.2 0.7 -0.4
C 4.158725 -0.289507 1.534061 -0.3 -0.2 0.8
C 3.858869 0.175274 2.982030 0.2 0.4 -0.4
O 4.834317 -0.277680 3.919041 -0.6 0.3 0.4
C 4.754823 -1.638209 4.113509 -1.8 1.5 1.5
C 3.778498 -2.206661 5.108733 -0.2 0.5 0.3
O 5.436371 -2.339234 3.496655 2.6 -2.5 -2.1
H -0.619402 -5.595767 0.660905 0.4 -0.1 1.0
H -1.496775 -4.091795 1.252048 -0.7 0.1 -0.9
H 1.245066 -4.296340 0.041846 0.0 -0.4 -1.1
H 0.798656 -2.538186 -1.470257 -0.2 0.0 -0.3
H -2.866642 -1.230357 -0.690529 0.0 0.1 -0.2
H -2.550753 -2.574719 0.357003 0.1 0.0 0.1
H -1.263191 -1.426902 1.779791 0.3 0.0 0.0
H -3.441348 -0.299781 1.530341 -0.1 0.0 0.0
H -2.665456 1.088027 0.826834 0.2 0.1 0.1
H -1.690100 2.619050 4.387597 -0.2 -0.3 0.2
H -2.683330 2.945408 3.013206 -0.1 -0.1 -0.2
H -0.281251 2.534006 1.701102 -0.1 0.0 0.0
H 0.354738 2.934952 3.301655 0.0 -0.2 0.0
H -0.701503 4.051341 2.470107 0.2 0.1 -0.1
H 0.168787 0.162756 1.464102 -0.1 0.2 -0.1
H -0.833526 1.700581 -0.095782 -0.3 -0.3 0.3
H 0.837248 1.440449 -0.228609 0.2 -0.3 0.1
H 0.002261 1.702420 -2.311994 0.2 0.2 0.5
H -1.978423 1.328008 -3.120123 0.1 -0.2 -0.3
H -1.939173 -0.435796 -2.758430 -0.2 0.0 0.0
H -2.365735 0.804860 -1.527035 -0.5 -0.3 -0.2
H 0.089037 -0.874642 -2.875021 0.3 0.0 0.1
H 0.829714 -1.869339 1.287235 -0.3 0.3 0.3
H 2.404513 0.031394 -0.209775 -0.4 0.1 -0.1
H 2.545872 -1.541127 -0.920956 -0.4 0.1 -0.3
H 2.736196 -1.833751 1.977318 -0.1 -0.1 -0.1
H 3.850489 -2.261722 0.698635 0.0 -0.1 0.1
H 4.084389 0.598067 0.903869 -0.1 -0.2 -0.3
H 5.199722 -0.597530 1.523616 0.1 0.0 -0.1
H 3.892054 1.261592 3.003661 0.1 0.1 0.3
H 2.856747 -0.126367 3.318058 0.0 0.0 -0.1
H 3.281872 -3.045060 4.631425 -0.2 0.0 0.0
H 3.068530 -1.484480 5.505770 0.0 0.0 -0.1
H 4.339389 -2.619722 5.944957 0.1 0.0 0.0
N -2.767862 2.254185 -6.108778 0.0 0.0 0.0
C -3.997612 2.232084 -6.710536 0.0 -0.1 0.0
C -4.550727 3.477415 -6.582822 0.0 0.0 0.0
C -3.617557 4.286558 -5.880857 0.0 0.0 0.0
C -2.527935 3.506054 -5.604344 0.1 -0.1 0.1
H -2.139146 1.474263 -6.048523 0.0 0.1 -0.1
H -4.370711 1.335027 -7.175000 0.0 0.0 0.0
H -5.516798 3.777358 -6.953100 0.0 0.0 0.0
H -3.733785 5.323368 -5.611922 0.0 0.0 0.0
H -1.605495 3.730682 -5.094732 0.0 0.0 0.0
```
Forces are in eV/Å.

=====

Entry 2:
Below is an isolated molecule of C7H8, with properties calculated with ωB97M-V/def2-TZVPD.

Its total charge is 0. The max |F| comes out at 0.58 eV Å⁻¹. The calculated total energy is -7384.8419 eV. The calculation puts the LUMO energy at 0.928 eV. The energy relative to the best compared isomer or geometry (same formula, charge and spin) comes out at 376.8 kJ/mol.

XYZ file:
```
15
Properties=species:S:1:pos:R:3:forces:R:3
C 2.269484 0.693447 -1.721016 -0.4 0.0 0.3
C 1.461772 0.855366 -0.842513 0.3 -0.1 -0.4
C 0.544020 1.084975 0.276186 0.0 0.1 0.1
C -0.432004 -0.067279 0.610264 -0.1 0.0 0.1
C 0.202785 -1.460009 0.621930 0.0 0.0 0.0
C -1.690353 -0.001260 -0.147152 -0.6 0.1 0.1
C -2.847008 0.113179 -0.460630 0.4 0.0 0.1
H 2.987020 0.551253 -2.498683 -0.1 0.0 0.1
H -0.044288 1.989740 0.084043 0.1 -0.1 0.0
H 1.143076 1.282245 1.173194 0.0 0.0 -0.1
H -0.778237 0.142197 1.629920 0.2 0.0 0.0
H 0.707481 -1.682117 -0.323496 -0.1 0.1 0.1
H 0.937922 -1.522572 1.432289 -0.1 0.0 -0.2
H -0.571213 -2.214640 0.796179 0.2 0.1 0.0
H -3.890461 0.235482 -0.630510 0.1 -0.1 -0.3
```
Forces are in eV/Å.